Here is 11 unconnected molecules or ions with the total composition C63H92N3O22 from the OMol25 dataset. Energies are from the ωB97M-V functional and the def2-TZVPD basis.

Geometry as XYZ:
```
180
Properties=species:S:1:pos:R:3
C -12.1841 -25.4548 -9.5433
H -11.3428 -19.0230 -9.5012
H -7.8783 -16.6306 -16.3050
C -12.8598 -18.0638 -5.7585
H -14.5263 -23.9678 -8.8399
H -16.4297 -19.3052 -14.1130
C -13.6785 -23.0849 -17.1775
C -13.2586 -20.0500 -12.9397
H -9.9942 -16.4693 -7.8478
H -8.1489 -25.5130 -7.4700
H -5.8308 -16.3423 -14.8780
H -13.4329 -17.5332 -8.3369
H -8.0480 -12.9358 -10.9409
H -14.2517 -20.6753 -4.7404
C -5.9598 -23.8157 -9.5220
C -14.4162 -19.9718 -13.9017
O -12.5858 -23.7484 -15.2542
N -11.4379 -17.8640 -7.7492
C -6.7113 -18.7377 -8.8150
H -12.4456 -19.7532 -11.0989
H -4.5419 -18.1736 -10.7963
O -14.6200 -23.1974 -16.0705
C -14.1961 -25.2152 -11.0668
H -12.3649 -23.0140 -7.9552
C -10.0390 -17.5506 -8.0882
H -4.3700 -17.5053 -17.1657
H -9.2956 -10.8182 -11.2572
H -12.8857 -17.7190 -4.7131
C -12.2346 -23.7587 -11.3647
O -7.3165 -13.1134 -12.7758
C -7.0581 -20.6711 -16.1292
H -13.6286 -26.9338 -8.9524
H -11.5547 -23.5565 -17.0524
H -12.9912 -17.5474 -17.3596
O -11.2610 -19.2747 -16.4707
C -13.7726 -26.3933 -11.9053
C -9.5177 -13.6803 -12.2965
H -7.5685 -17.6483 -13.5795
C -12.4801 -17.2713 -16.4445
C -8.0197 -22.6330 -9.4799
H -11.0225 -20.7217 -6.9942
H -7.7875 -10.6885 -12.0836
C -13.7874 -23.4771 -9.5017
C -8.8828 -26.0260 -12.9086
O -14.3467 -20.5209 -15.0041
H -7.9943 -20.6037 -16.6984
O -9.0100 -14.4673 -13.3605
C -8.9204 -24.4583 -14.8185
H -14.6194 -18.9827 -4.5011
H -5.2794 -19.7244 -10.8678
O -11.8369 -14.5668 -14.1916
C -14.1682 -26.5033 -6.7351
C -5.5213 -17.2148 -15.3703
O -14.7222 -18.5926 -10.0961
C -6.4801 -24.8661 -8.5139
H -14.6913 -24.4292 -11.6229
H -4.7925 -17.6784 -14.7497
O -6.9696 -14.7364 -14.2270
C -8.7128 -11.2466 -12.0922
O -9.4921 -20.2797 -12.9658
C -13.3230 -19.6132 -11.7184
H -8.8231 -17.6312 -11.3194
O -4.8014 -23.9368 -9.8115
O -7.7731 -15.2663 -10.4486
C -12.4816 -16.9429 -8.3716
C -11.0385 -16.7737 -14.0068
H -7.2300 -19.9094 -12.6551
C -6.4644 -19.3879 -13.2356
H -12.4522 -21.7933 -9.3382
C -15.7058 -18.7738 -12.2333
H -3.8512 -19.4669 -11.8775
H -11.2798 -16.1441 -10.0107
H -6.4816 -21.4208 -16.6196
H -11.5125 -24.6850 -9.0537
H -10.9614 -18.8879 -5.8116
H -6.3659 -22.0239 -10.6931
N -13.0606 -24.5005 -10.3381
H -14.3268 -22.8647 -10.2043
H -9.1795 -22.3759 -14.2471
H -9.2840 -18.0881 -7.5415
H -13.6897 -27.2829 -11.2355
H -5.8809 -19.1403 -17.1440
O -13.3283 -25.6777 -7.4361
H -12.6568 -19.5045 -8.4398
C -11.8167 -15.7009 -14.6166
H -5.0371 -17.6636 -7.8546
C -9.2173 -24.9543 -11.9719
C -11.4582 -17.9878 -6.2605
H -15.3087 -19.7912 -5.9362
C -10.1277 -19.9560 -11.8143
C -11.6406 -19.2001 -8.4976
O -10.3159 -20.9794 -10.9178
C -14.3996 -19.7256 -5.2723
C -9.0457 -23.3896 -13.8433
C -7.6877 -24.7774 -8.0532
H -14.4657 -25.9011 -5.8782
H -4.3108 -15.8238 -16.4871
O -8.9607 -24.2669 -16.0306
H -14.9726 -26.8846 -7.4174
H -5.7191 -16.3398 -17.3600
H -13.1075 -15.1367 -16.2411
H -5.9171 -20.1709 -13.7874
H -12.9729 -23.3128 -12.1040
C -4.9258 -16.6961 -16.6825
H -11.0411 -17.0607 -5.8683
N -6.6814 -18.2208 -15.5185
C -11.5490 -18.2745 -15.8552
H -7.5771 -17.8179 -17.4837
H -14.8878 -25.5205 -10.2821
H -15.1708 -21.9030 -18.1545
H -9.5429 -22.8284 -11.8073
C -14.5383 -18.9321 -11.2367
H -9.6321 -20.0753 -8.0689
H -7.2923 -21.0084 -15.1806
C -12.6408 -16.0227 -15.8749
H -13.6660 -17.4541 -6.2406
H -8.7741 -21.9032 -9.7822
C -5.8779 -17.5149 -8.5577
C -7.7764 -17.7196 -16.4259
O -13.2019 -19.4231 -6.0055
C -9.2614 -23.5675 -12.4916
H -8.2560 -19.1263 -14.1548
H -12.0219 -22.0296 -16.3188
C -4.7459 -18.9932 -11.4605
C -14.1335 -21.9335 -17.9816
C -6.1034 -19.4759 -16.0971
H -10.8203 -21.1763 -8.5940
H -14.4357 -26.5529 -12.7292
H -11.6117 -24.4369 -11.9551
H -12.9685 -16.1563 -10.2535
C -10.8928 -17.9583 -14.5813
C -12.1629 -16.7237 -9.8942
H -11.5375 -26.0486 -10.2339
C -15.6253 -19.3432 -13.4408
H -8.3398 -19.6257 -10.1063
H -12.7889 -26.1826 -12.2667
C -7.7209 -14.1200 -13.5502
O -5.6271 -18.4565 -12.4272
H -13.6296 -21.9157 -18.9738
O -9.6517 -23.4202 -8.0593
C -7.6847 -18.7349 -10.0139
C -7.9315 -17.6399 -10.6799
C -13.9299 -23.6394 -14.9955
H -10.3995 -18.8042 -14.0337
H -8.6435 -18.3261 -16.0985
H -5.6629 -15.5414 -9.3156
H -10.4272 -13.1929 -12.6415
C -12.3693 -23.0337 -16.4999
H -8.5099 -26.6069 -14.9134
C -8.5379 -23.6079 -8.5172
C -8.3999 -12.6943 -11.9272
O -6.6991 -19.6995 -8.0581
H -9.8778 -17.7217 -9.1439
H -13.6396 -21.9400 -8.0722
H -5.7482 -25.6101 -8.1067
C -7.3048 -18.5401 -14.1083
C -10.6806 -20.3020 -7.9292
H -5.1380 -19.7425 -15.5695
H -12.0736 -17.6710 -10.4290
H -9.1889 -11.1318 -13.0547
H -11.5649 -22.9846 -10.9330
C -12.9523 -22.5197 -8.7089
H -13.7389 -27.4798 -6.4445
H -8.8202 -26.9599 -12.3862
H -13.8271 -21.0213 -17.4233
H -12.0824 -27.1004 -8.2770
C -12.7807 -26.3727 -8.5491
O -10.5237 -18.7967 -11.4806
H -10.3932 -16.5414 -13.0999
O -14.3879 -23.9236 -13.9360
H -12.4931 -16.0352 -7.8158
C -7.3604 -16.3794 -10.2093
H -9.7863 -14.3945 -11.5352
C -6.1853 -16.4626 -9.2871
H -16.5750 -18.2245 -11.9158
H -12.4372 -20.5258 -13.4948
H -13.8971 -24.0338 -17.7442
C -8.7537 -25.8245 -14.2038
C -6.7766 -22.7070 -9.9816
O -9.3004 -25.2094 -10.7470
```

For the energy, the calculation gives -116322.268 eV. Its charge is +1. The HOMO energy is -8.93 eV. Its multiplicity is 1.

These are the Löwdin partial charges, in e, on atoms 1 to 6: atom 1 (C): -0.08, atom 2 (H): 0.05, atom 3 (H): 0.11, atom 4 (C): -0.23, atom 5 (H): 0.14, atom 6 (H): 0.11